(1)
Entry from the OMol25 dataset: a molecular structure, C48H49Br2MnN4OP2S (ωB97M-V/def2-TZVPD).

Geometry as XYZ:
```
108
Properties=species:S:1:pos:R:3:forces:R:3
Mn 0.892008 0.572101 0.789206 0.0856 0.4286 -1.1321
C 4.265408 0.343801 -0.957394 -0.0820 -0.0596 0.0434
C 4.316708 0.097101 0.513106 -0.3298 -0.0316 -0.1051
C 5.556508 -0.125299 1.135306 0.1084 -0.1090 0.3791
C 5.634208 -0.357199 2.483406 -0.1468 0.1266 -0.3148
C 4.448208 -0.356399 3.241106 -0.2831 -0.0246 -0.0864
C 4.356508 -0.629699 4.624306 -0.1706 -0.1557 0.3701
Br 5.929008 -1.035899 5.612106 -0.1877 0.0487 -0.0820
C 3.141308 -0.652299 5.267906 0.7505 -0.0390 -0.0264
C 1.973108 -0.328299 4.582906 -0.7372 0.3671 -1.0262
Br 0.297708 -0.348699 5.477506 0.3261 0.0305 -0.1333
C 1.990708 0.011901 3.227406 1.6124 -0.3743 1.1010
O 0.965308 0.418301 2.554506 -1.6066 -0.2002 1.4404
C 3.246408 -0.083999 2.544806 -0.2062 -0.1419 0.7195
N 3.182708 0.106101 1.203206 -0.4925 0.4839 -0.5664
H 5.199808 0.053001 -1.428194 0.0231 -0.0389 -0.0812
H 4.097508 1.401501 -1.155694 -0.0381 0.0887 -0.0289
H 3.441508 -0.206999 -1.407194 0.1211 -0.0073 -0.0303
H 6.448408 -0.125799 0.528906 0.0657 0.0254 -0.0589
H 6.586608 -0.527399 2.964406 0.0102 -0.0547 0.0174
H 3.093308 -0.904599 6.315806 -0.0216 -0.0002 0.0650
C -2.454092 -0.862399 -0.542794 0.2593 -0.2630 0.1451
N -2.270792 -0.248299 -1.828194 0.0549 0.0929 0.0620
C -1.119392 0.554701 -2.110394 0.2730 0.2131 0.1318
P 0.540208 -0.028299 -1.448194 -0.3623 -0.1295 -1.1917
C 1.540408 0.668101 -2.816294 0.0994 0.1936 0.3022
C 1.791708 2.035601 -2.766594 -0.0627 -0.1738 0.0764
C 2.495008 2.652801 -3.782994 0.0146 0.1462 -0.1085
C 2.965908 1.906601 -4.853294 -0.0233 0.0090 0.0360
C 2.742208 0.540601 -4.894894 0.0095 0.0151 -0.0645
C 2.026208 -0.079999 -3.884094 -0.0914 -0.1147 0.0904
C 0.573508 -1.792399 -1.888094 -0.0243 0.1043 0.3784
C -0.268792 -2.354099 -2.844694 0.0033 0.0550 0.0386
C -0.110692 -3.678999 -3.208194 -0.0391 -0.0490 -0.0746
C 0.894508 -4.441899 -2.634994 0.0739 0.0130 0.0749
C 1.729908 -3.887499 -1.678094 0.1816 -0.0825 -0.1372
C 1.569108 -2.567199 -1.299494 -0.0364 0.2327 -0.0629
C -3.317492 -0.246499 -2.754194 -0.2164 -0.0176 -0.2142
C -3.502592 0.825801 -3.631694 0.1593 -0.0063 0.0867
C -4.501392 0.792701 -4.586994 -0.1105 -0.0400 -0.0689
C -5.359192 -0.290199 -4.673794 -0.0245 0.0297 -0.0645
C -5.202992 -1.343399 -3.787994 -0.0919 0.0401 -0.0485
C -4.195492 -1.329099 -2.841594 0.0546 -0.0333 0.0941
P -1.721992 0.015401 0.941606 -0.2269 0.2391 -0.3225
C -2.565392 -1.022099 2.181506 0.4452 -0.0076 0.1697
C -3.875892 -0.751499 2.569106 0.0350 0.0715 -0.0710
C -4.519892 -1.598499 3.451906 -0.1060 -0.0258 -0.0004
C -3.872592 -2.724799 3.937706 0.0466 -0.0430 0.0342
C -2.567692 -2.992899 3.557806 -0.0728 -0.0936 0.0437
C -1.910792 -2.139099 2.688306 0.0930 0.1121 -0.0870
C -2.674492 1.567901 1.058306 0.2801 0.0332 0.0006
C -3.505392 2.052101 0.054406 0.1262 -0.1698 0.0516
C -4.125892 3.280501 0.206306 -0.1102 0.1358 -0.0614
C -3.953092 4.024601 1.360106 -0.0633 -0.1029 -0.0623
C -3.156592 3.526701 2.380006 0.0275 0.0593 0.0562
C -2.509192 2.315101 2.225106 0.0797 -0.0969 -0.0741
H -1.989792 -1.866999 -0.507994 -0.1759 0.1095 0.1313
H -3.526592 -0.988899 -0.344994 0.2406 0.0615 0.0267
H -1.219692 1.583901 -1.721994 0.0638 0.0154 -0.2055
H -0.993792 0.611101 -3.199094 -0.0157 0.0600 0.2651
H 1.437508 2.584101 -1.902794 0.0512 0.2045 -0.0609
H 2.681008 3.715301 -3.748694 0.0078 0.1275 0.0301
H 3.501208 2.390401 -5.655294 0.1009 0.0506 -0.0502
H 3.124008 -0.045399 -5.719494 -0.0119 -0.0236 -0.0248
H 1.854308 -1.146299 -3.935994 0.0069 -0.0205 0.0219
H -1.039292 -1.766099 -3.315194 -0.1140 0.0814 -0.0612
H -0.760992 -4.109899 -3.954094 -0.0652 -0.0393 -0.0729
H 1.031208 -5.467399 -2.937794 0.0110 -0.1617 -0.0393
H 2.514708 -4.479099 -1.233194 0.0719 -0.0784 0.0960
H 2.208408 -2.128299 -0.542694 0.0392 -0.1115 -0.0260
H -2.875892 1.701301 -3.564194 0.1140 0.0765 0.0031
H -4.613392 1.627901 -5.262794 -0.0173 0.0700 -0.0319
H -6.138192 -0.312399 -5.421094 -0.0459 -0.0061 -0.0284
H -5.868292 -2.191999 -3.843494 -0.0356 -0.0918 0.0195
H -4.081992 -2.177199 -2.184394 0.0638 -0.1008 0.1022
H -4.390792 0.118401 2.185306 -0.0382 0.0328 0.0203
H -5.532992 -1.380099 3.758606 -0.0479 0.0006 0.0033
H -4.384592 -3.391399 4.616506 -0.0340 -0.0167 0.0605
H -2.058592 -3.865499 3.943606 0.0516 -0.0099 0.0202
H -0.883392 -2.334599 2.410006 0.0455 -0.0246 0.0167
H -3.691492 1.474301 -0.836994 0.0278 -0.0260 -0.1501
H -4.753592 3.652501 -0.586794 -0.1353 0.0559 -0.1067
H -4.459492 4.971901 1.469206 0.0078 0.0854 0.0332
H -3.039992 4.090501 3.292306 0.0519 0.0393 0.1255
H -1.877792 1.927301 3.013406 0.1009 0.0154 0.1302
C 2.788408 3.611701 0.595306 -0.2190 -0.1008 0.1611
C 1.270208 3.675601 0.789106 0.5453 -0.0535 0.4855
C 0.959008 3.886201 2.286806 0.0862 -0.1183 -0.1128
C 0.699108 4.854101 -0.010694 -0.0283 -0.4379 0.0630
C 0.606208 2.379601 0.442106 -0.6396 -0.4340 -0.9518
H 3.251008 4.480301 1.053906 0.1416 0.1572 0.0078
H 3.040208 3.598801 -0.463394 0.1020 -0.0319 -0.1022
H 3.188608 2.718001 1.071606 0.1114 -0.0232 0.0028
H 1.342708 4.851801 2.604306 0.0714 0.1577 0.0566
H 1.426308 3.103001 2.880806 -0.0045 -0.0278 0.1120
H -0.113792 3.863201 2.463506 -0.1035 0.0174 0.0525
H 1.246408 5.762001 0.221106 0.0972 0.1475 0.0732
H -0.349192 5.014401 0.230806 -0.1596 0.0078 -0.0184
H 0.790808 4.670801 -1.077994 -0.0263 0.0392 -0.2208
H -0.379692 2.618701 -0.011794 0.1782 -0.4811 0.2969
N 1.212408 -5.843699 2.409906 -0.1641 -0.3953 -0.0501
C 0.828108 -4.797399 1.664106 -0.1575 0.0864 -0.1239
N -0.081892 -5.013199 0.695006 -0.0724 -0.3674 0.1422
S 1.435108 -3.277499 1.934606 0.4706 0.6585 0.3145
H 0.787708 -6.751699 2.311306 0.0569 0.0372 0.0216
H 1.839408 -5.688099 3.180506 -0.0499 0.0822 -0.0775
H -0.375092 -5.943699 0.448706 -0.0295 0.0011 -0.0471
H -0.253692 -4.271499 0.038406 0.0184 -0.0056 0.0444
```
Forces are in eV/Å.

The spin multiplicity is 2. The calculation puts the energy relative to the best compared isomer or geometry (same formula, charge and spin) at 0.000 eV. The value obtained for the HOMO-LUMO gap (spin up / spin down) is 6.735 / 7.213 eV. The LUMO energy (spin up / spin down) is -3.124 / -2.620 eV. As for the net charge: +1.


(2)
Entry from the OMol25 dataset: a single C3H5N3 molecule (ωB97M-V/def2-TZVPD).

Geometry as XYZ:
```
11
Properties=species:S:1:pos:R:3:forces:R:3
C 1.519099 -0.499448 0.147336 0.0575 -0.1612 -0.0354
N 0.453456 0.417763 0.502724 -0.1093 0.2004 -0.0028
C -0.814563 0.466753 -0.005265 0.0329 0.2510 0.0759
N -1.476263 1.559748 0.008119 0.0166 -0.3272 -0.0414
C -1.409452 -0.785395 -0.482219 -0.5568 -0.7769 -0.3532
N -2.003796 -1.698277 -0.873663 0.7395 0.8679 0.4003
H 1.135708 -1.515508 0.023831 -0.0365 0.1603 0.0061
H 2.046043 -0.205934 -0.770410 -0.1341 -0.0579 0.1054
H 2.240862 -0.512921 0.969316 -0.1154 -0.0539 -0.1576
H 0.743561 1.345454 0.781407 0.0183 -0.0733 0.0161
H -2.434654 1.427769 -0.301178 0.0872 -0.0291 -0.0135
```
Forces are in eV/Å.

As for the SMILES: [H]/N=C(\C#N)NC. The calculation puts the energy relative to the best compared isomer or geometry (same formula, charge and spin) at 0.903 eV. The value obtained for the HOMO-LUMO gap is 10.308 eV. The LUMO energy is 0.653 eV. As for the net charge: 0.


(3)
Entry from the OMol25 dataset: a molecular structure, C42H31N7SSbSeY (ωB97M-V/def2-TZVPD).

Geometry as XYZ:
```
84
Properties=species:S:1:pos:R:3:forces:R:3
Y -1.217979 1.024707 1.124455 -0.2713 -0.6931 -0.1914
C -2.121824 1.787128 -3.365971 -0.0098 -0.0388 0.0376
C -1.028746 2.502940 -3.856993 0.0377 0.0261 -0.0726
C -0.002531 2.819956 -3.004033 -0.1098 0.1267 0.0112
C -0.081299 2.488414 -1.640676 0.2824 0.1078 0.0000
N -1.122806 1.761305 -1.177491 0.0630 0.0021 0.3089
C -2.103903 1.420307 -2.048659 0.0341 0.0062 0.0237
N 0.977823 2.945406 -0.885281 -0.1959 -0.0771 -0.1316
C 1.047624 3.070128 0.391059 -0.0914 0.0785 0.3039
N 0.144471 2.689020 1.386392 0.3484 0.6108 0.0857
C 0.669444 3.090028 2.626382 0.1009 0.0506 -0.3586
N 0.205119 2.937184 3.805356 -0.2034 -0.1507 0.1099
C -0.971117 2.322828 4.199228 0.1262 0.1543 0.0272
C -1.305421 2.529067 5.543859 -0.0122 0.0213 0.0143
C -2.434768 1.959617 6.076032 -0.0197 0.0119 0.0835
C -3.240239 1.163750 5.262565 0.0142 0.0101 -0.0520
C -2.862242 0.992366 3.957685 0.0307 0.0541 -0.0091
N -1.754856 1.553052 3.408651 0.1876 0.0345 -0.1609
C 1.961667 3.764215 2.385885 -0.0919 -0.0417 0.2578
C 2.844770 4.360797 3.266423 0.0358 -0.0028 -0.0275
C 3.987833 4.930061 2.718601 0.0221 0.0054 -0.0258
C 4.227015 4.899868 1.341884 0.0060 -0.0047 0.0278
C 3.329021 4.298979 0.468428 0.0170 0.0159 0.0697
C 2.198061 3.734147 1.029266 0.0361 -0.0750 -0.3096
H -2.950513 1.496362 -3.995241 0.0162 0.0135 -0.0111
H -0.984990 2.800467 -4.896995 -0.0122 -0.0074 0.0072
H 0.869557 3.369753 -3.325549 -0.0079 -0.0030 -0.0092
H -2.897517 0.801518 -1.654875 -0.0292 -0.0354 0.0108
H -0.641176 3.145519 6.130723 -0.0064 -0.0045 0.0005
H -2.690069 2.124546 7.114458 -0.0088 -0.0068 -0.0081
H -4.137933 0.690488 5.632487 0.0095 0.0050 0.0081
H -3.462808 0.386942 3.294618 -0.0172 -0.0259 0.0069
H 2.648135 4.384274 4.329611 -0.0021 0.0018 -0.0152
H 4.707027 5.412140 3.367468 -0.0037 -0.0031 -0.0104
H 5.125441 5.361178 0.953268 -0.0052 -0.0005 0.0118
H 3.494187 4.275829 -0.600450 -0.0142 0.0102 0.0112
Se -4.826059 0.249265 0.149813 -0.1072 -0.1026 0.0072
N -3.311777 -0.278834 0.997799 -0.5085 -0.1397 -0.2267
C -3.485411 -1.563816 1.309507 0.1910 -0.1345 0.1942
C -2.578407 -2.376207 2.064362 -0.1112 0.1595 -0.0880
C -2.907977 -3.668396 2.295217 -0.1322 -0.1916 -0.0028
C -4.131673 -4.261472 1.813890 0.1962 0.0465 0.0851
C -5.029210 -3.531257 1.122398 -0.0261 0.1781 -0.0529
C -4.733556 -2.147277 0.863981 -0.1224 -0.2245 0.0376
N -5.563887 -1.344948 0.233305 0.2022 0.2718 0.0253
H -1.653610 -1.968530 2.445732 0.0165 0.0230 -0.0110
H -2.233227 -4.286659 2.873987 -0.0117 0.0010 -0.0134
H -4.326153 -5.302341 2.034831 0.0065 0.0171 -0.0031
H -5.967948 -3.935500 0.769073 0.0127 0.0098 0.0009
S 0.596909 -0.883161 1.130713 -0.0013 0.0312 0.0760
Sb 1.100912 -1.345850 -1.084664 0.1885 -0.3026 0.4494
C 2.056909 -3.192883 -0.997585 0.0888 -0.1252 -0.0616
C 2.262770 -3.844852 0.211304 0.0353 -0.0389 0.0158
C 2.903063 -5.077721 0.214905 -0.0038 0.0225 -0.0086
C 3.328199 -5.644930 -0.977464 0.0024 -0.0066 -0.0103
C 3.119675 -4.987418 -2.183256 -0.0053 0.0149 -0.0074
C 2.482583 -3.756409 -2.198611 0.0255 -0.0392 0.0056
C -0.646965 -1.683742 -2.150962 -0.2225 -0.0385 -0.2528
C -0.802642 -1.349159 -3.493179 -0.0379 0.0098 0.0466
C -1.954143 -1.734003 -4.166862 -0.0048 0.0166 0.0251
C -2.943336 -2.443793 -3.501220 -0.0179 0.0050 -0.0456
C -2.781830 -2.786491 -2.164629 -0.0030 -0.0034 0.0603
C -1.627988 -2.419505 -1.485900 -0.0944 0.1037 -0.1024
C 2.442018 0.060645 -1.796424 0.1614 0.1672 -0.1822
C 2.459112 0.491652 -3.120289 0.0195 0.0217 0.0448
C 3.459156 1.356186 -3.540486 -0.0100 0.0074 0.0276
C 4.429940 1.779764 -2.643459 0.0007 0.0104 -0.0400
C 4.411584 1.341191 -1.326790 0.0103 -0.0108 0.0476
C 3.420357 0.472941 -0.894585 -0.0056 0.1428 -0.0883
H 1.940116 -3.404354 1.146532 -0.0148 0.0259 -0.0174
H 3.073817 -5.591185 1.151717 -0.0026 0.0033 -0.0068
H 3.828929 -6.604076 -0.970077 -0.0064 0.0102 0.0072
H 3.456191 -5.430911 -3.110783 -0.0033 0.0005 0.0090
H 2.331240 -3.251155 -3.147313 -0.0137 0.0107 0.0220
H -0.045269 -0.785127 -4.020649 -0.0330 -0.0420 -0.0120
H -2.077122 -1.481828 -5.212224 0.0089 -0.0047 0.0103
H -3.837258 -2.745089 -4.031854 0.0064 -0.0028 0.0151
H -3.545604 -3.361725 -1.655923 0.0078 -0.0062 -0.0123
H -1.498125 -2.711432 -0.449208 0.0392 -0.0081 -0.0069
H 1.705494 0.171654 -3.826979 0.0524 -0.0007 -0.0040
H 3.483386 1.694867 -4.568112 -0.0021 -0.0102 0.0082
H 5.210439 2.451157 -2.977362 -0.0029 -0.0077 0.0113
H 5.172639 1.674001 -0.633139 -0.0070 -0.0156 -0.0003
H 3.409279 0.144427 0.138353 -0.0163 -0.0301 0.0000
```
Forces are in eV/Å.

The calculation puts the energy relative to the best compared isomer or geometry (same formula, charge and spin) at 0.542 eV. The value obtained for the HOMO-LUMO gap is 6.639 eV. The LUMO energy is -6.513 eV. As for the net charge: +2.


Among the records above, which one has the highest net charge? C42H31N7SSbSeY